[1]
ORCA calculation (ωB97M-V/def2-TZVPD) on C3H3N2O3 as an isolated structure in a non-equilibrium geometry.

```
! RIJCOSX wB97M-V def2-TZVPD def2/J DEFGRID3
* xyz -1 1
H 0.72 0.83 0.25
N -2.00 1.31 -0.06
H 0.41 -0.48 -0.94
O -1.64 2.52 -0.13
H 0.37 -0.83 0.68
O -2.15 -0.93 0.16
C -3.62 -0.41 0.01
O -4.49 -1.26 0.03
C 0.08 -0.01 0.03
C -1.39 0.19 0.02
N -3.73 0.88 -0.06
*
```

HOMO-LUMO gap (eV): 7.714
Calculated total energy (eV): -12280.61500
Lowest unoccupied orbital energy (Ha): 0.1416
HOMO (eV): -3.86

Just the natural (NBO) charges please, in e? Sure, here they are: 0.23, 0.16, 0.21, -0.58, 0.22, -0.55, 0.74, -0.70, -0.66, 0.41, -0.47



[2]
ORCA calculation (ωB97M-V/def2-TZVPD) on a single C6H8N2O2 molecule in a non-equilibrium geometry.

```
! RIJCOSX wB97M-V def2-TZVPD def2/J DEFGRID3
* xyz 0 1
C 1.40 -0.88 -0.15
H 1.54 2.62 0.11
H 1.37 1.77 -1.48
C 2.00 0.54 0.14
O -1.64 -2.41 -0.65
H -2.85 1.49 0.12
H -2.91 -0.19 -0.60
C 1.13 1.67 -0.43
C 0.13 -1.24 0.27
N -0.25 1.55 -0.11
C -1.00 0.63 0.08
H 3.04 0.54 -0.32
N -0.68 -2.33 0.11
H 2.02 0.56 1.22
O -0.45 -3.23 0.93
H -2.51 -0.05 1.25
H 2.11 -1.44 -0.70
C -2.46 0.41 0.21
*
```

HOMO-LUMO gap (alpha / beta) (eV): 8.546 / 8.546
Calculated total energy (eV): -13419.85950
Lowest unoccupied orbital energy (alpha / beta) (Ha): -0.0112 / -0.0112
HOMO (alpha / beta) (eV): -8.85 / -8.85

Just the natural (NBO) charges please, in e? Sure, here they are: -0.20, 0.22, 0.23, -0.44, -0.42, 0.25, 0.28, -0.23, -0.04, -0.42, 0.54, 0.22, 0.43, 0.23, -0.40, 0.26, 0.20, -0.72